Formula: C24H63N3O9
Source: OMol25
Level of theory: ωB97M-V/def2-TZVPD

ORCA input file:
```
! wB97M-V def2-TZVPD RIJCOSX def2/J DEFGRID3
* xyz 0 1
H 1.458 3.658 1.361
H -6.190 -5.927 4.006
C -4.277 0.825 -3.818
C -8.502 -11.479 1.591
C 9.832 3.275 3.317
O 6.367 4.516 0.732
H 6.254 5.051 3.358
O 11.218 2.893 3.508
C -5.312 0.807 -10.486
C -6.513 0.575 -2.858
O 3.538 11.050 -0.093
C 7.267 4.953 2.968
H -4.097 2.354 -8.769
H -2.539 0.339 -5.141
H 3.781 -4.363 0.885
C -5.320 -6.424 3.575
C 2.174 11.143 0.310
C -5.661 -6.861 2.196
H 3.086 -4.126 -0.695
N -6.457 -8.115 2.315
H 5.824 4.123 -1.140
C 1.498 -4.286 0.651
H 0.445 9.738 0.632
H 0.746 -3.814 0.019
H 2.195 2.268 3.555
H 8.494 6.446 3.436
H -6.190 1.554 -2.503
C -3.665 1.354 -8.814
H -6.128 0.125 -10.723
H -5.104 -7.232 4.273
C 1.444 9.837 0.209
H -6.308 -6.071 1.816
C 6.258 4.984 -0.632
H -7.543 0.714 -3.185
C -6.667 -10.443 2.533
H 2.251 11.528 1.327
H 7.098 6.374 1.362
H 2.075 9.109 0.718
H -2.898 -0.164 -7.577
H 5.588 5.831 -0.782
C -5.678 -9.322 2.266
C 7.310 5.312 1.483
H -2.796 1.472 -9.460
H 11.202 0.899 2.745
H -3.736 0.444 -2.952
N -3.976 1.235 -6.310
H 3.579 11.601 -0.878
O -4.128 -5.648 3.513
O -4.591 0.365 -9.315
H 9.173 2.797 4.042
C 2.951 -3.890 0.360
H -6.653 -0.285 -2.204
H -3.591 -5.518 5.603
H 1.641 11.881 -0.290
C 11.597 1.524 3.546
H 8.283 5.196 1.006
H -6.177 -11.360 2.860
H 7.407 3.876 3.068
H 9.497 2.836 2.377
H -4.859 -4.373 5.061
H -7.248 -10.141 3.404
C 1.158 1.936 3.517
H -3.904 -0.656 -5.297
H 10.478 5.275 4.084
O 0.640 3.497 1.837
H -4.737 -6.923 1.621
H -9.152 -11.521 0.717
H 7.250 5.199 -1.028
H -4.893 0.983 -6.650
H -5.218 -9.372 1.279
C -3.983 -4.948 4.760
H -4.721 0.897 -11.397
H -3.194 -4.225 4.557
O -5.685 0.369 -3.976
H -0.455 1.637 1.977
H -8.066 -12.448 1.833
O -7.521 -10.554 1.453
C 0.534 2.092 2.038
H -7.290 -8.124 1.744
O 1.394 -4.103 2.070
H 1.416 9.534 -0.838
C 9.741 4.844 3.407
H 1.335 0.877 3.702
H 0.619 2.287 4.397
H 12.685 1.452 3.569
H -5.872 1.729 -10.328
N 8.435 5.481 3.728
H 10.063 5.213 2.433
H 3.105 -2.835 0.586
H -9.060 -11.184 2.480
H 1.331 -5.363 0.621
H -4.170 1.903 -3.698
H 11.368 1.206 4.563
C -3.628 0.385 -5.131
C -3.064 0.904 -7.436
H -2.136 1.461 -7.307
H 0.463 -4.093 2.304
H 1.046 1.472 1.302
H -5.042 -9.299 3.150
*
```

## Properties
DFT total energy: -1793.3204 a.u.
relative energy (zero: lowest compared OMol25 entry of this formula, charge and spin): 100.8 kcal per mole
maximum force: 3.3 eV/Å
SMILES: COCCNCCOC.COCCNCCOC.COCCNCCOC.CCO.CCO.CCO